Below is a molecular structure, C40H47AuINO3PSb, with properties calculated with ωB97M-V with the def2-TZVPD basis set.

Structure (XYZ):
```
95
Properties=species:S:1:pos:R:3:forces:R:3
Au -1.200000 -0.945769 -0.464325 -0.2 -0.1 0.1
I 5.716665 -3.295517 4.720123 0.1 0.0 0.0
C 4.083214 -2.867506 3.514944 0.0 0.0 0.0
C 3.994655 -3.436433 2.247920 0.0 0.0 0.1
C 2.909005 -3.141999 1.443679 0.0 0.0 0.0
C 1.918772 -2.276208 1.895092 0.1 0.0 0.1
C 2.011110 -1.715376 3.166868 0.1 0.0 -0.1
C 3.088596 -2.012610 3.980752 0.0 0.0 0.0
C 0.803824 -1.901855 1.007686 0.1 0.0 0.1
O 0.025362 -0.952877 1.363186 -0.2 0.1 0.0
O 0.617502 -2.481029 -0.089457 0.2 -0.2 -0.3
H 4.769137 -4.101585 1.896778 0.0 0.0 0.0
H 2.830225 -3.572707 0.455028 0.0 0.0 0.0
H 1.244353 -1.034578 3.507624 -0.1 0.0 0.0
H 3.160536 -1.582883 4.968763 0.0 0.0 0.0
C -2.539356 -1.824330 3.447431 0.0 0.0 -0.1
P -3.328176 -2.148795 1.872983 0.0 0.0 -0.1
C -2.754553 -3.761113 1.332635 0.0 0.0 0.0
C -5.085137 -2.280756 2.176603 0.0 0.0 -0.1
O -3.059750 -1.078492 0.826672 0.0 0.2 0.0
H -2.698921 -2.654808 4.130833 0.0 -0.1 0.1
H -2.961693 -0.923764 3.887028 0.0 0.1 0.0
H -1.472331 -1.676956 3.287361 0.1 0.0 0.0
H -2.943191 -4.510908 2.098901 0.0 -0.1 0.0
H -1.683728 -3.724875 1.125314 0.0 0.0 0.0
H -3.284872 -4.043472 0.424135 0.0 0.0 0.0
H -5.295599 -3.062581 2.901336 0.0 -0.1 0.1
H -5.595985 -2.507584 1.240828 0.0 0.0 0.0
H -5.458103 -1.330757 2.555644 0.0 0.0 0.0
C 2.469376 4.162217 -1.316103 0.1 0.0 0.1
C 1.038401 4.588699 -1.150136 0.1 0.1 0.0
C 0.665333 5.857338 -1.589843 0.0 0.0 0.0
C -0.630013 6.329629 -1.466286 0.0 0.0 0.0
C -1.607106 5.542975 -0.874289 0.0 -0.1 0.0
C -1.264504 4.283078 -0.419765 0.0 0.1 0.0
C 0.044842 3.809219 -0.555705 -0.2 0.0 0.0
Sb 0.274826 1.914780 0.313755 0.1 0.0 0.0
C -0.110670 2.220465 2.349498 0.0 0.0 0.0
C -1.175207 1.523403 2.913415 0.0 0.0 0.1
C -1.555087 1.807506 4.214955 0.0 0.0 -0.1
C -0.866199 2.771478 4.936196 0.0 0.0 0.0
C 0.190130 3.453905 4.361900 0.1 0.0 0.0
C 0.586120 3.208045 3.049372 0.0 -0.1 0.0
C 1.707464 4.005869 2.450597 0.1 0.0 0.0
C 2.112082 1.016215 -0.093257 0.0 0.0 0.1
C 2.961741 0.723067 0.967273 0.0 0.0 0.0
C 4.198351 0.150038 0.711681 0.0 0.0 0.0
C 4.554038 -0.142225 -0.595454 0.0 0.0 0.0
C 3.684230 0.131622 -1.643067 0.0 0.0 0.0
C 2.444301 0.713696 -1.415229 0.1 0.0 0.0
C 1.513312 1.022911 -2.551301 -0.1 0.0 -0.1
H 3.118914 5.034025 -1.279254 0.0 0.0 0.0
H 2.630192 3.683016 -2.283387 0.0 0.0 0.0
H 2.800657 3.463861 -0.544091 0.0 0.1 -0.1
H 1.420777 6.491623 -2.033237 0.0 0.0 0.0
H -0.873267 7.319429 -1.823261 0.0 0.1 0.0
H -2.616575 5.908388 -0.758980 0.0 0.0 0.0
H -2.021675 3.674770 0.062300 0.0 0.0 0.0
H -1.704260 0.770723 2.343429 0.0 0.0 0.0
H -2.387438 1.288335 4.667594 0.0 0.0 0.0
H -1.155370 2.996093 5.951377 0.0 0.0 0.1
H 0.721475 4.200140 4.937234 0.0 0.0 0.0
H 2.442166 4.261791 3.212055 0.0 0.0 0.0
H 1.335356 4.936200 2.018174 0.0 0.0 0.0
H 2.235295 3.461016 1.664227 0.0 0.0 0.0
H 2.663977 0.931491 1.986513 0.0 0.0 0.1
H 4.870020 -0.075581 1.528193 0.0 0.0 0.0
H 5.515468 -0.587821 -0.803777 0.1 0.0 0.0
H 3.982338 -0.098075 -2.657273 0.0 0.0 -0.1
H 1.964238 0.759001 -3.505880 0.0 0.0 0.0
H 1.265169 2.084877 -2.595018 0.0 0.0 0.0
H 0.567734 0.478175 -2.457127 0.0 0.0 0.0
C -0.539557 -3.439818 -5.106219 0.1 0.0 -0.1
N -0.305452 -3.551752 -3.642454 0.1 -0.3 0.0
C 0.836447 -2.691353 -3.225824 0.0 0.0 0.0
C -1.551348 -3.320565 -2.800602 0.0 -0.2 0.0
C -2.252117 -2.035437 -3.108865 -0.1 0.0 0.1
C -3.083416 -1.954018 -4.228310 -0.1 0.0 0.0
C -3.760282 -0.788655 -4.531706 0.0 0.0 0.0
C -3.634327 0.310247 -3.693017 0.0 0.0 0.0
C -2.856215 0.222038 -2.548238 0.0 0.0 -0.1
C -2.152188 -0.942268 -2.249301 -0.1 0.1 0.2
H 0.399252 -3.654156 -5.611221 0.0 0.0 0.0
H -0.872690 -2.427541 -5.326701 0.1 -0.1 0.0
H -1.297559 -4.160704 -5.400968 0.0 0.0 0.0
H -0.040609 -4.524400 -3.467103 0.0 0.2 0.1
H 0.603522 -1.674712 -3.526789 0.0 0.1 0.0
H 1.728518 -3.039338 -3.741303 0.0 0.0 0.0
H 0.954377 -2.744333 -2.145333 0.1 0.0 -0.1
H -1.199197 -3.344512 -1.767379 -0.1 -0.1 -0.1
H -2.187251 -4.189420 -2.986605 0.0 0.1 0.0
H -3.219715 -2.822247 -4.860708 0.0 0.0 0.0
H -4.400805 -0.744793 -5.399256 0.0 0.0 -0.1
H -4.168935 1.223346 -3.910854 0.0 0.1 0.0
H -2.822964 1.067105 -1.871623 0.0 0.0 0.0
```
Forces are in eV/Å.

energy above the lowest of the compared OMol25 structures with the same formula, charge and spin = 0.000 eV
HOMO level (alpha / beta) = -12.67 / -12.67 eV
E_LUMO (alpha / beta) = -0.1590 / -0.2870 Ha
F_max = 0.008 hartree/bohr
M = 1066.43 g mol⁻¹
spin multiplicity = 3
gap between HOMO and LUMO (alpha / beta) = 0.3068 / 0.1788 Eh
net charge = +2

---

Below is a single C5H6O2 molecule in a non-equilibrium geometry, with properties calculated with ωB97M-V with the def2-TZVPD basis set.

Structure (XYZ):
```
13
Properties=species:S:1:pos:R:3:forces:R:3
C -1.822352 -0.190105 -0.253454 -0.1 0.0 0.2
C -0.404733 -0.123034 0.274785 -0.3 0.1 -0.3
O 0.301099 -1.277843 -0.180449 0.2 -0.2 -0.2
C 1.560773 -0.867380 0.155639 0.3 0.0 0.5
O 2.172078 -1.449765 0.995444 1.1 -0.3 -0.4
C 1.708409 0.552956 -0.306969 -0.1 0.0 0.2
C 0.469699 1.029000 -0.207417 0.2 -0.1 0.2
H -2.329763 -1.055293 0.174978 -0.1 0.1 0.0
H -2.361721 0.725830 -0.010316 -0.1 -0.1 0.1
H -1.855328 -0.305461 -1.350219 0.4 0.1 0.4
H -0.179399 -0.202773 1.385869 -1.5 0.6 -0.7
H 2.648956 1.081930 -0.383977 -0.1 -0.1 -0.2
H 0.123122 2.053757 -0.288703 0.1 -0.1 0.0
```
Forces are in eV/Å.

energy above the lowest of the compared OMol25 structures with the same formula, charge and spin = 1.198 eV
SMILES = C[C@@H]1C=CC(=O)O1
HOMO level = -10.36 eV
E_LUMO = 0.0256 Ha
F_max = 0.034 hartree/bohr
M = 98.10 g mol⁻¹
gap between HOMO and LUMO = 0.4065 Eh

---

Below is a molecular structure, C33H48F6N3O2PV in a non-equilibrium geometry, with properties calculated with ωB97M-V with the def2-TZVPD basis set.

Structure (XYZ):
```
94
Properties=species:S:1:pos:R:3:forces:R:3
V 0.196182 -0.158965 0.229556 -0.9 0.5 -0.1
C 1.225237 -2.617186 -6.853482 0.0 0.0 0.1
C 1.198954 -3.405560 -5.531402 0.2 -0.1 -0.2
C 0.001703 -4.355424 -5.554211 0.0 0.1 0.1
C 2.490302 -4.237952 -5.397806 -0.1 0.0 0.0
C 1.137699 -2.425960 -4.377313 0.5 0.0 -0.5
C 0.141758 -2.425773 -3.481976 -0.6 0.4 1.1
C 0.192606 -1.477770 -2.397884 2.0 0.0 -2.2
N -0.615886 -1.284960 -1.429016 -2.0 0.1 2.3
C -1.788886 -1.909353 -1.137632 -0.1 0.5 1.3
C -2.640162 -2.662578 -1.925352 -0.5 -0.4 -0.3
C -3.752491 -3.257268 -1.350375 0.5 0.2 -0.6
C -3.996605 -3.096990 0.042945 -0.2 -0.2 -0.1
C -3.253983 -2.328928 0.881485 0.7 0.8 0.1
C -2.123275 -1.658249 0.272445 -2.3 -2.6 -2.2
O -1.327826 -0.907496 0.864197 2.1 1.8 1.9
C -3.576323 -2.142485 2.351833 0.1 0.2 0.3
C -4.817431 -2.942561 2.748708 0.1 0.0 0.0
C -3.850497 -0.648271 2.629365 0.0 -0.2 -0.1
C -2.392739 -2.629152 3.214102 -0.2 0.0 -0.1
C -4.712612 -4.086848 -2.169538 -0.3 -0.1 0.0
C -6.119207 -3.461268 -2.064322 0.1 0.0 0.0
C -4.321633 -4.159986 -3.646473 0.0 0.0 0.1
C -4.733712 -5.517728 -1.593367 0.0 0.1 0.0
C 1.336640 -0.544624 -2.250831 -0.3 -1.9 -2.2
O 1.297057 0.139020 -1.189927 0.4 0.9 1.6
C 2.356523 -0.536356 -3.245394 -0.1 0.3 0.1
C 2.205544 -1.462906 -4.240497 0.1 0.0 0.0
C 3.514084 0.447774 -3.194664 0.3 0.2 0.3
C 2.960675 1.885398 -3.169978 0.0 -0.2 0.0
C 4.351031 0.190186 -1.922032 -0.1 0.0 -0.2
C 4.430332 0.301534 -4.409777 -0.1 -0.1 0.0
H 1.267068 -3.317285 -7.687348 0.0 0.0 0.0
H 2.094872 -1.962493 -6.937563 0.0 0.0 0.0
H 0.322327 -2.012055 -6.960921 0.0 0.0 0.0
H 0.098640 -5.030785 -6.402838 0.0 0.0 0.0
H -0.939497 -3.811832 -5.676328 0.0 0.0 0.0
H -0.045444 -4.971234 -4.652211 0.0 0.0 0.0
H 2.545778 -4.946584 -6.224058 0.0 0.0 0.0
H 2.493070 -4.800795 -4.462262 0.0 0.0 0.0
H 3.392029 -3.624376 -5.436375 0.0 0.0 0.0
H -0.644609 -3.158085 -3.538521 0.0 0.1 0.1
H -2.464918 -2.752084 -2.984961 0.0 0.0 0.0
H -4.849865 -3.619055 0.451046 0.0 0.0 0.0
H -5.703821 -2.619945 2.198172 0.0 0.0 0.0
H -5.015182 -2.786601 3.807867 0.0 0.0 0.0
H -4.666523 -4.013612 2.595682 -0.1 0.0 0.0
H -4.689706 -0.291580 2.028367 0.0 0.0 0.0
H -2.976953 -0.032685 2.417317 0.0 0.0 0.0
H -4.107097 -0.519013 3.680307 0.0 0.0 0.0
H -2.179334 -3.682886 3.020898 0.0 0.0 0.0
H -2.661560 -2.528937 4.265571 0.0 0.0 0.0
H -1.485960 -2.054607 3.042957 0.0 0.0 0.0
H -6.122024 -2.445292 -2.463797 0.0 0.0 0.0
H -6.488323 -3.432511 -1.038616 0.0 0.0 0.0
H -6.817711 -4.060386 -2.647861 0.0 0.0 0.0
H -4.316539 -3.171500 -4.112518 0.0 0.0 0.0
H -5.052193 -4.765325 -4.180290 0.0 0.0 0.0
H -3.346319 -4.635043 -3.783768 0.0 0.0 0.0
H -5.073857 -5.548990 -0.557730 0.0 0.0 0.0
H -3.741821 -5.971384 -1.645085 0.0 0.0 0.0
H -5.420458 -6.126917 -2.180641 0.0 0.0 0.0
H 2.974416 -1.505276 -4.998794 0.0 0.0 0.0
H 2.346750 2.058151 -2.285418 0.0 0.1 0.0
H 2.369918 2.086609 -4.066632 0.0 0.0 0.0
H 3.787233 2.593944 -3.143053 0.0 0.0 0.0
H 3.787501 0.382714 -1.012411 0.0 0.0 0.0
H 5.213227 0.857101 -1.932747 0.0 0.0 0.1
H 4.716831 -0.838311 -1.899407 0.0 0.0 0.0
H 3.897792 0.480692 -5.347066 0.0 0.0 0.0
H 4.894276 -0.687066 -4.438658 0.0 0.0 -0.1
H 5.231007 1.035717 -4.344718 0.0 0.0 0.0
C -0.910781 4.754047 2.369338 0.0 0.0 0.1
C -0.904929 3.742252 1.281928 0.1 -0.3 0.1
C -1.369663 3.798651 -0.018261 0.0 -0.2 -0.4
C -1.088520 2.555174 -0.592949 -0.3 0.6 -0.4
N -0.478265 1.777137 0.304722 0.2 -0.7 -0.1
N -0.381516 2.514582 1.436428 0.0 0.3 0.4
C -1.371931 2.084465 -1.981810 0.0 0.0 0.1
H -1.399487 5.664595 2.035546 0.0 0.0 0.0
H 0.107171 5.003107 2.672408 0.0 0.0 0.0
H -1.440269 4.381973 3.247373 0.0 0.0 0.0
H -1.849333 4.640175 -0.488854 0.0 0.0 0.0
H 0.050049 2.131552 2.261793 0.1 -0.1 0.0
H -1.899142 2.850955 -2.542982 0.0 0.0 0.0
H -1.995335 1.188071 -1.971551 0.0 0.0 0.0
H -0.441814 1.864252 -2.509256 0.0 0.0 0.0
F 1.245955 -1.803796 0.781760 0.4 0.2 -0.1
P 2.177295 -1.235995 2.207715 -0.1 -0.1 -0.2
F 2.945457 -0.304677 1.178035 -0.4 -0.1 0.0
F 0.811502 0.111173 2.035541 0.4 0.2 -0.1
F 2.740604 -0.467231 3.419842 -0.1 0.0 0.1
F 1.083833 -1.988414 3.026315 0.1 0.0 0.1
F 3.166873 -2.402427 2.076848 0.0 -0.1 0.1
```
Forces are in eV/Å.

HOMO level (alpha / beta) = -14.30 / -14.01 eV
E_LUMO (alpha / beta) = -0.3026 / -0.3161 Ha
F_max = 0.080 hartree/bohr
M = 714.67 g mol⁻¹
spin multiplicity = 2
gap between HOMO and LUMO (alpha / beta) = 0.2228 / 0.1988 Eh
net charge = +2

---

Below is a molecular structure, C19H18CuN5 in a non-equilibrium geometry, with properties calculated with ωB97M-V with the def2-TZVPD basis set.

Structure (XYZ):
```
43
Properties=species:S:1:pos:R:3:forces:R:3
Cu 0.048800 -0.671400 0.273200 -0.2 0.5 0.1
C -0.339300 2.284200 -0.644100 -0.1 0.2 0.0
N 0.349300 1.126700 -1.205800 0.1 0.0 -0.1
C 1.799600 1.253800 -1.239600 0.4 0.1 -0.2
C 2.543900 0.552900 -0.128900 0.5 0.1 -0.1
C 3.931000 0.472400 -0.208100 -0.1 0.0 0.2
C 4.626500 -0.214500 0.769400 -0.3 0.0 0.0
C 3.912800 -0.763500 1.828600 -0.1 0.1 0.0
C 2.539000 -0.629800 1.838400 0.5 -0.2 0.3
N 1.871900 -0.004800 0.869900 -0.2 0.1 -0.1
C -0.223100 0.633000 -2.453400 -0.2 -0.1 -0.4
C -1.035300 -0.636500 -2.329800 -0.2 -0.2 -0.4
C -1.407200 -1.335000 -3.475700 0.0 0.1 0.1
C -2.146000 -2.498000 -3.351400 0.1 0.1 0.2
C -2.530100 -2.913500 -2.083500 0.0 0.2 0.1
C -2.119600 -2.164600 -0.999600 -0.3 -0.4 -0.1
N -1.377800 -1.066200 -1.120500 0.1 0.1 0.0
C -1.058900 2.046400 0.661700 -0.2 0.2 0.1
C -1.766000 3.095000 1.246100 0.0 -0.2 0.1
C -2.466200 2.867200 2.415900 0.1 -0.2 -0.1
C -2.427000 1.596400 2.977800 0.1 0.0 -0.1
C -1.683800 0.616800 2.346500 -0.3 0.2 0.4
N -1.021100 0.838000 1.211600 0.2 -0.1 -0.2
H -1.093600 2.651700 -1.353200 0.2 0.0 0.1
H 0.366900 3.108700 -0.476700 -0.1 -0.1 -0.1
H 2.102500 2.311300 -1.230600 0.0 -0.1 0.0
H 2.185500 0.828100 -2.172200 -0.1 0.1 0.1
H 4.441300 0.918600 -1.047400 0.1 0.1 -0.1
H 5.697000 -0.334500 0.702500 0.1 0.0 0.0
H 4.409200 -1.302800 2.617200 0.0 -0.1 0.1
H 1.940200 -1.050700 2.633000 0.0 -0.1 0.0
H 0.568200 0.431100 -3.182600 -0.1 0.1 0.1
H -0.872000 1.395900 -2.905600 0.1 -0.1 0.0
H -1.104500 -0.978600 -4.449500 0.1 0.0 0.0
H -2.410500 -3.078300 -4.222100 0.0 0.0 -0.1
H -3.111300 -3.808000 -1.933300 -0.1 -0.1 0.0
H -2.367000 -2.456400 0.009500 0.0 -0.1 0.1
H -1.768600 4.070200 0.781900 0.0 0.1 -0.1
H -3.033100 3.659500 2.882800 0.0 0.0 0.0
H -2.961200 1.372600 3.887500 0.0 0.0 0.1
H -1.613200 -0.380400 2.757200 0.0 -0.1 0.0
N 1.287500 -3.435100 -0.246000 0.4 -0.9 -0.2
C 0.799400 -2.426300 -0.005500 -0.4 0.8 0.3
```
Forces are in eV/Å.

energy above the lowest of the compared OMol25 structures with the same formula, charge and spin = 0.982 eV
HOMO level (alpha / beta) = -12.34 / -12.71 eV
E_LUMO (alpha / beta) = -0.0920 / -0.1371 Ha
F_max = 0.020 hartree/bohr
M = 379.93 g mol⁻¹
spin multiplicity = 2
gap between HOMO and LUMO (alpha / beta) = 0.3615 / 0.3302 Eh
net charge = +1

---

Which formula does entry 1 have?
C40H47AuINO3PSb

---

Which of these has the highest F_max?
C33H48F6N3O2PV

---

Look up the M of the second one.
98.10 g mol⁻¹

---

What is the F_max in the first record?
0.008 hartree/bohr